DFT (wB97M-V/def2-TZVPD) results for a cluster of 2 separate species, C5H14N2O in total.

Geometry as XYZ:
```
22
Properties=species:S:1:pos:R:3:forces:R:3
O 2.471405 3.351090 0.370454 0.513 0.184 -0.701
N -0.937564 -2.484228 -1.033541 -1.304 0.909 -0.475
N -0.003927 2.169324 0.369101 -1.075 0.107 -0.267
C -0.275415 0.781459 0.829713 -0.244 -1.790 2.144
C -0.934912 -1.530960 0.077071 0.234 -0.369 0.558
C 0.020833 -2.755392 -1.817406 1.352 -2.756 -0.196
C -0.132134 -0.327826 -0.257808 0.340 1.662 0.821
C -1.499307 -1.856048 1.241821 -0.022 -0.326 -1.854
H -0.042418 -3.483629 -2.633377 -1.180 0.515 -0.108
H -1.876348 -2.773795 -1.337966 0.265 -0.168 0.144
H -0.877251 2.678945 0.151597 0.250 -0.262 0.183
H -0.440603 0.185441 -1.175812 -0.132 -0.736 -0.326
H 2.836742 4.241428 0.462322 -0.320 0.219 0.489
H -1.230246 0.716298 1.411936 0.126 0.516 -1.419
H -2.121529 -2.736747 1.253720 0.117 -0.298 0.516
H 0.906705 -0.676221 -0.362131 -0.051 0.635 -0.016
H 0.525928 2.182877 -0.503761 0.447 0.204 0.277
H 1.087510 -2.725029 -1.616438 -0.022 1.483 0.641
H 0.342478 0.536439 1.708152 0.701 0.424 -0.677
H -1.386740 -1.257949 2.117468 -0.218 0.272 0.376
H 0.496276 2.725110 1.071660 0.382 -0.045 -0.299
H 3.070518 3.039414 -0.326774 -0.159 -0.379 0.190
```
Forces are in eV/Å.

Computed properties:
- Total charge: +2

Formally, the natural (NBO) partial charges of the atoms, in units of the elementary charge, are as follows:
1. O -0.991
2. N -0.399
3. N -0.670
4. C -0.255
5. C 0.100
6. C 0.122
7. C -0.469
8. C -0.281
9. H 0.259
10. H 0.462
11. H 0.453
12. H 0.236
13. H 0.507
14. H 0.254
15. H 0.249
16. H 0.250
17. H 0.454
18. H 0.244
19. H 0.254
20. H 0.240
21. H 0.490
22. H 0.491

---

DFT (wB97M-V/def2-TZVPD) results for a cluster of 2 separate species, C5H14N2O2 in total.

Geometry as XYZ:
```
23
Properties=species:S:1:pos:R:3:forces:R:3
O 1.652689 2.297045 -0.725045 -0.264 -0.263 -0.059
O -0.652679 -3.511522 -0.390963 -0.209 0.341 -0.118
N -0.875163 1.050330 -2.193299 -0.628 1.784 0.415
N -0.928021 -0.206161 -0.133291 0.913 0.444 2.971
C 0.445812 -0.007043 0.444930 -0.178 0.367 0.282
C -1.543046 0.872626 -0.873401 0.055 -2.323 -3.697
C 0.845701 -1.183353 1.413823 -2.029 0.656 -1.267
C 0.585809 1.300099 1.246975 0.067 -0.583 -1.083
C 1.320009 2.342761 0.427992 0.277 0.609 1.220
H -0.094259 -4.222224 -0.064869 -0.082 -0.141 -0.258
H -0.720497 0.275916 -2.803622 0.070 -0.338 0.144
H -1.665870 1.868694 -0.499658 0.607 0.271 1.202
H -2.599495 0.588977 -1.136727 0.854 -0.125 0.587
H -0.993785 -3.749202 -1.261666 0.223 -0.279 0.234
H 0.732633 -2.032943 0.747538 -0.234 -0.687 0.807
H 1.187189 0.987067 2.100287 0.374 0.752 0.154
H 0.155700 -1.100146 2.264320 -0.385 -0.730 -0.437
H 1.788794 -1.233396 1.911677 1.185 0.646 -0.426
H -0.199193 1.803470 -2.260721 -0.039 -0.626 0.045
H -0.879718 -1.125989 -0.546169 -0.790 0.205 -0.569
H 1.143566 0.041704 -0.407958 0.085 0.019 0.423
H -0.328752 1.727026 1.701294 0.183 -0.238 -0.504
H 1.622578 3.216263 1.038554 -0.055 0.239 -0.066
```
Forces are in eV/Å.

Computed properties:
- Total charge: 0
- SMILES string: C[C@H](CC=O)NCN.O

Formally, the natural (NBO) partial charges of the atoms, in units of the elementary charge, are as follows:
1. O -0.532
2. O -0.952
3. N -0.910
4. N -0.664
5. C -0.040
6. C -0.060
7. C -0.631
8. C -0.546
9. C 0.461
10. H 0.480
11. H 0.363
12. H 0.197
13. H 0.184
14. H 0.478
15. H 0.223
16. H 0.239
17. H 0.206
18. H 0.209
19. H 0.380
20. H 0.382
21. H 0.192
22. H 0.244
23. H 0.095

---

DFT (wB97M-V/def2-TZVPD) results for the molecule C5H14N2O2Si.

Geometry as XYZ:
```
24
Properties=species:S:1:pos:R:3:forces:R:3
Si -1.458003 -1.042745 0.619688 1.947 0.850 -1.614
O 0.374621 1.548487 0.504014 1.262 0.088 -0.446
O 0.265201 -0.534918 -0.131578 0.716 -0.403 0.148
N 2.201110 0.682021 -0.568725 -2.356 -1.148 0.535
N 1.050720 0.649173 -0.046846 -2.802 0.057 0.561
C -2.836774 -0.544600 -0.697998 -0.141 -0.476 0.306
C 3.115088 2.174968 -2.199699 -2.691 0.500 -0.630
C -0.961064 -2.883299 0.642287 1.703 0.654 -0.069
C -1.729259 -0.377266 2.360248 0.853 2.473 2.041
C 2.697902 2.019358 -0.757387 1.398 1.167 1.049
H -2.800986 0.512475 -0.996578 0.323 -0.195 0.263
H -1.733391 -3.475978 1.156219 0.295 -0.145 -0.583
H -3.860093 -0.657746 -0.228532 1.044 -0.160 -0.453
H -0.032659 -2.871298 1.318495 -1.293 -0.085 -0.785
H 3.543289 2.196911 -0.040023 -0.484 -0.288 -0.629
H 2.132292 1.851255 -2.775107 2.438 0.353 0.543
H 3.241067 3.251393 -2.413845 0.188 -0.496 0.025
H -1.621127 0.794932 2.564496 0.016 -2.282 -1.238
H -2.807693 -1.134794 -1.670066 0.109 0.469 1.417
H -1.038251 -0.747704 3.227158 -1.317 0.025 -1.822
H -0.551353 -3.270493 -0.368819 -1.197 0.504 1.643
H 4.010498 1.633123 -2.395379 0.374 -0.593 -0.720
H 2.013579 2.835133 -0.561304 -0.666 -0.313 0.414
H -2.789723 -0.483584 2.639462 0.282 -0.555 0.043
```
Forces are in eV/Å.

Computed properties:
- Total charge: 0
- SMILES string: CC/N=[N+](\[O-])O[Si](C)(C)C

Formally, the natural (NBO) partial charges of the atoms, in units of the elementary charge, are as follows:
1. Si 1.845
2. O -0.501
3. O -0.678
4. N -0.248
5. N 0.563
6. C -1.119
7. C -0.597
8. C -1.145
9. C -1.205
10. C -0.273
11. H 0.255
12. H 0.242
13. H 0.240
14. H 0.255
15. H 0.199
16. H 0.210
17. H 0.210
18. H 0.284
19. H 0.253
20. H 0.267
21. H 0.268
22. H 0.213
23. H 0.212
24. H 0.249

---

DFT (wB97M-V/def2-TZVPD) results for the ion C5H14N2OP with charge +1.

Geometry as XYZ:
```
23
Properties=species:S:1:pos:R:3:forces:R:3
P -1.117902 1.680046 -1.143380 -0.780 1.054 0.810
O -1.888673 0.554543 1.084544 0.779 2.700 0.532
N 1.237972 0.367094 -1.337421 0.939 -0.856 -0.987
N -1.241857 0.328823 -0.065414 2.582 -1.206 -2.053
C 1.302352 0.504552 1.299498 0.614 1.080 -2.820
C 0.797467 -0.163628 -0.043436 -3.252 2.512 3.090
C -2.471352 -0.579653 1.629266 -3.009 -1.358 -0.246
C 0.892314 -1.599610 -0.097551 0.790 -0.016 5.245
C 0.046515 0.774839 -2.199387 -0.326 -0.558 1.479
H -0.176641 2.566355 -0.459022 -0.248 -0.429 -0.370
H 0.676142 -1.859775 -1.017320 -1.039 -2.115 -4.591
H 1.893403 -0.346343 -1.848208 -1.408 1.518 1.096
H 1.765959 1.201741 -1.164152 0.597 0.669 -0.090
H -1.839649 -1.359798 1.286706 0.484 -1.334 0.765
H 0.365022 1.220532 -3.100261 0.409 0.623 -0.883
H 0.735154 1.351709 1.718531 -0.061 -0.147 -0.793
H 0.214774 -2.132916 0.637347 1.157 0.628 -0.809
H 1.968879 -1.704339 0.134115 -0.289 -1.145 -0.055
H 1.229551 -0.245924 2.020104 0.260 -1.298 1.185
H 2.367467 0.838282 1.151350 -0.828 -0.402 0.427
H -2.698510 -0.443282 2.711941 0.973 -0.116 -0.796
H -0.547663 -0.103629 -2.384088 0.134 -0.658 -0.412
H -3.510725 -0.849621 1.186237 1.522 0.854 0.277
```
Forces are in eV/Å.

Computed properties:
- Total charge: +1

Formally, the natural (NBO) partial charges of the atoms, in units of the elementary charge, are as follows:
1. P 0.840
2. O -0.366
3. N -0.572
4. N -0.432
5. C -0.669
6. C 0.328
7. C -0.264
8. C -0.675
9. C -0.547
10. H -0.080
11. H 0.205
12. H 0.451
13. H 0.440
14. H 0.182
15. H 0.263
16. H 0.257
17. H 0.266
18. H 0.230
19. H 0.244
20. H 0.224
21. H 0.225
22. H 0.259
23. H 0.192

---

no.,Kohn-Sham gap (hartree),E_HOMO (eV),DFT total energy (Ha)
1,0.357,-18.250,-382.9882
2,0.314,-7.946,-458.8404
3,0.373,-9.450,-748.2669
4,0.306,-12.139,-724.5759